[1]
C27H51BBr2FO8 | wB97M-V/def2-TZVPD

```
! RIJCOSX wB97M-V def2-TZVPD def2/J DEFGRID3
* xyz -1 1
H -5.5979 1.4564 1.2745
C 1.4162 -2.1218 2.8121
Br -0.9999 0.6080 1.3887
H -2.6499 3.0089 3.2817
C -1.0891 -2.1221 -1.5031
H 4.3934 -3.9705 2.2308
H -0.1082 -2.8058 0.2793
C 5.5507 -2.7260 3.5928
B 3.5137 -1.4498 -0.1534
C -2.3018 -0.4406 -6.5735
C -6.1910 1.2451 -0.7956
H 1.7190 -2.8154 0.8280
H -5.5229 5.0573 4.7660
H -3.3981 2.4043 -1.6942
C 3.9260 2.2193 -4.0981
H -6.8761 1.7647 -1.4779
H -2.9716 -0.6155 -7.4149
H -2.0348 0.6184 -6.5632
H -1.6380 -3.0519 -1.6663
C -0.7563 -1.9896 -0.0185
C 2.0839 0.7414 -3.9528
H 6.0993 -4.4362 2.3731
H 2.4614 2.2781 -2.4500
Br -2.4330 -2.2086 0.9714
C 5.2774 -4.4045 5.2339
H 1.7156 -0.1523 -3.4495
H -2.6847 4.6751 2.6779
H 3.5523 -2.5396 -0.7695
H -6.7679 2.6763 0.7588
H -0.1015 -0.1091 -0.7547
H 0.0151 -0.4056 -4.9220
C 5.2324 -4.0477 2.9198
C 6.1398 -3.1853 4.9264
H 1.6816 0.1711 1.1885
C -0.6184 -1.2718 -5.1363
H 3.4350 3.0818 -4.5576
C 1.4218 -0.7199 0.5824
H -5.0839 3.7691 -0.6458
H -5.8280 3.3096 4.7938
H -0.0850 -2.1709 -4.8262
C 4.0818 1.0968 -5.1176
F 2.8710 -0.6883 4.0100
H -3.7258 2.8559 5.8686
H -1.7599 4.1553 5.2063
H -6.6165 0.2683 -0.5586
H 6.0951 -2.4303 5.7109
H 4.8791 2.5486 -3.6861
H -3.5069 -0.0491 -4.7781
C -1.0383 -1.3001 -6.6006
O 2.8613 0.3589 -5.0961
C -3.9037 3.9124 5.6594
H -4.1347 3.3415 0.7830
H 7.1839 -3.4840 4.7983
H 1.2268 1.3340 -4.2986
C -3.9590 1.9354 -0.8841
O 4.9087 -4.9687 3.9776
H 4.3673 -4.1140 5.7728
O -1.8261 -1.1633 -4.3788
C 1.5807 -0.9997 3.7862
H -4.0873 4.4217 6.6046
O 3.3282 -1.7116 1.3139
H -1.7084 -1.2878 -1.8282
H -3.2662 1.3549 -0.2692
C -2.7361 4.4925 4.8628
O 2.2242 -0.7299 -0.5579
C -3.0582 4.0085 3.4559
H -2.7567 5.5842 4.9042
H 4.6355 -2.1600 3.7544
C -2.9174 -0.8430 -5.2381
C -0.0608 -0.6151 0.2090
H -1.2849 -2.3200 -6.9054
H 1.9873 -2.9687 3.2144
C -4.7285 2.9362 -0.0328
C -5.9065 2.0901 0.4408
C -5.0549 4.0700 4.6736
H 6.2234 -2.1084 3.0016
H 4.2571 1.4610 -6.1324
O 0.7292 -0.4168 4.3881
O -4.9403 1.0558 -1.4507
H 3.5707 0.9097 -2.4067
H 5.7989 -5.1616 5.8241
H -3.5557 -1.7277 -5.3466
H -0.2624 -0.9234 -7.2652
H 4.5184 -0.8057 -0.4338
C 3.0046 1.5665 -3.0692
H 0.3623 -2.4100 2.8102
C 1.9506 -1.8932 1.4011
H -0.1651 -2.1776 -2.0833
O -4.4867 3.9478 3.3715
H 4.9044 0.4275 -4.8420
*
```

**E**: -188686.1826 eV
**Energy above the lowest of the compared OMol25 structures with the same formula, charge and spin**: 0.0 kJ/mol
**Molar mass**: 693.32 g mol⁻¹
**HOMO-LUMO gap**: 7.152 eV
**LUMO level**: 2.419 eV

Results of the Löwdin charge analysis, in e, for atoms 1 through 4:
1 H 0.115
2 C -0.011
3 Br 0.694
4 H 0.109



[2]
C27H51BBrIN4O15PS2 | wB97M-V/def2-TZVPD

```
! RIJCOSX wB97M-V def2-TZVPD def2/J DEFGRID3
* xyz 1 1
H -5.4042 -0.5623 -7.4103
H 0.4852 1.6704 -0.2563
O 3.9294 0.3322 2.2859
C 9.3437 -0.5748 2.5350
O -1.5333 0.0728 2.7229
B -4.3543 -0.9110 1.3080
H -5.4262 0.9686 -1.6319
H -0.9611 -0.1204 -2.1059
H 1.9672 1.6658 3.0185
H 0.6200 0.1858 -3.8742
C -1.3744 0.7635 1.4951
C -3.9131 2.3852 -1.2648
Br -0.7135 2.3227 -2.5397
H -2.1596 -3.4325 4.1135
O -2.4151 -0.7410 -4.4383
H -2.0088 -2.8032 -3.3145
H -4.7841 1.1018 -7.4022
H 0.9915 -2.4876 1.8770
O -0.9834 3.4802 0.5018
H 3.7344 2.2522 1.5601
H -2.9868 2.5059 -0.7228
C -4.6238 1.0866 -0.8983
C 11.3371 -1.2187 1.2619
N -2.1262 0.7997 3.8815
H -2.3578 -1.6926 -7.0124
C 4.8102 -1.1629 0.5543
H -0.2721 -4.3561 3.6055
H -5.8214 -1.9291 -0.0868
H 9.1980 -1.6521 2.5808
O 6.1253 -0.0357 2.1875
C 3.2637 1.2734 1.4501
P -1.2889 2.6113 1.8028
H 9.4246 -0.1854 3.5521
N 10.5516 -0.2626 1.7928
H 1.4059 -0.7820 -2.5987
C -2.6270 -0.6493 -7.1757
N -3.6861 -0.2600 -6.2544
H 3.3086 1.0164 0.3882
C -4.9507 0.2133 -6.7925
C -1.7903 -2.4123 4.0245
O -1.4451 0.6743 4.7887
H -2.5443 -1.8360 3.5020
C 1.8355 1.4184 1.9693
C 5.0498 -0.2413 1.7245
C -3.7673 -0.1886 -1.0058
C -2.1296 -2.4087 -2.3318
O -2.8213 2.9125 2.0407
C -2.0259 -1.7582 0.2027
H 3.8232 -1.6183 0.6085
C -1.9854 -2.2682 -1.1468
C -0.1681 0.0011 0.8577
H -2.9669 -0.5179 -8.1986
H -0.2842 -3.4560 1.5801
S -4.8485 3.8182 -0.7509
H 10.9642 -2.2403 1.4539
O -5.9136 4.1153 -1.8836
H -4.3201 -1.0207 -1.4236
N -0.6084 -1.5072 0.7999
H 10.9830 1.3652 0.5487
H -4.9208 -1.1754 3.1233
H 1.7687 0.9243 -2.7431
C -0.1535 0.5625 -1.8698
C 10.9330 1.1276 1.6119
C -5.8107 -1.2933 0.7947
O -4.2165 -0.7208 2.6496
H 5.5406 -1.9612 0.6230
C -0.0908 -2.4400 1.9105
H 1.4736 0.3324 -0.4999
H -1.7289 -2.0351 5.0428
H -3.7298 2.4688 -2.3314
H -6.3981 -0.3904 0.6369
O 12.3532 -1.0089 0.6311
H -2.8885 3.8679 2.2040
I -3.0461 -3.5279 1.0830
H 1.4329 2.3177 1.5204
H -6.7453 3.6629 -1.6728
H 1.6737 -1.8406 -0.1020
H 0.1832 -1.6580 3.9839
C -0.3821 -2.3959 3.4261
C 0.4256 0.6013 -0.4396
C 0.9741 0.1849 -2.8503
H -4.3216 -0.0303 -4.3310
O -2.5693 0.6976 0.7857
H -1.7426 -0.0366 -7.0033
S 0.4681 -2.2421 -0.5605
H -5.1168 1.2495 0.0588
O -3.9162 4.9030 -0.7711
H -6.3343 -1.8471 1.5769
H 4.9298 -0.6116 -0.3744
O -0.4662 3.0334 2.9404
H -5.6329 0.4635 -5.9832
H 1.7610 -0.5916 1.4778
H 10.2030 1.7719 2.0952
H 8.4827 -0.1219 2.0492
C -3.0812 -0.5729 0.3227
H 0.7194 -0.1624 2.8682
O 0.2665 -3.6000 3.8660
H -3.0243 0.0263 -1.7789
H -0.0413 3.6991 0.4850
C -3.4611 -0.3494 -4.9434
O -5.4719 3.5883 0.5175
C 1.0221 0.1074 1.8695
H 11.9179 1.3035 2.0448
*
```

**E**: -175265.8812 eV
**Molar mass**: 984.45 g mol⁻¹
**HOMO-LUMO gap**: 6.243 eV
**LUMO level**: -3.990 eV

Results of the Löwdin charge analysis, in e, for atoms 1 through 4:
1 H 0.095
2 H 0.075
3 O -0.016
4 C -0.058



[3]
C27H51F5N3O10 | wB97M-V/def2-TZVPD

```
! RIJCOSX wB97M-V def2-TZVPD def2/J DEFGRID3
* xyz -1 1
C 0.2280 4.8577 1.9923
C 3.5267 1.7447 1.7368
H 0.9134 0.3133 0.1758
H 0.6827 -7.8366 0.0466
H 3.6248 5.5406 -3.8600
N -4.2035 -1.5834 1.7236
O 3.1827 2.5652 -2.3214
H -2.5534 0.4078 -0.4566
H 3.6882 3.9877 -4.6903
H 3.8155 -6.0212 1.1178
H 3.7529 1.6432 0.6740
C 2.2147 -1.2933 0.7664
O -2.4656 -1.6199 -0.8998
C 0.6163 4.0137 -0.2227
C -4.4023 0.8172 1.1818
C -1.0983 -1.8909 -1.0259
H 2.1889 4.5019 -3.9152
H 2.6083 -7.2952 1.0318
N -6.1036 2.2164 0.2811
C 3.0499 -6.4589 0.4762
F -2.4053 -2.2636 4.1365
C 0.1365 -6.8913 0.0358
H -6.3264 2.9147 -0.4287
C 2.9542 0.4208 2.2643
C -0.2737 -0.7637 -1.6496
H 1.2761 3.2829 -0.6932
F -2.4973 -3.1515 1.5106
O 1.1087 -1.0094 -1.4187
C -2.7344 -0.5629 0.0013
H -1.4148 3.4959 2.3232
F -4.3031 -3.3617 0.3482
H 5.2093 0.3580 -3.8896
O 3.3098 -0.6890 1.4461
H 0.1307 6.1324 -0.5046
C -3.9270 2.4672 -0.8040
H 5.3787 0.9874 -2.2430
F -6.1430 -0.3895 3.6434
H 4.4568 2.0001 2.2519
C -3.8523 -2.9327 1.5079
H 2.5968 -2.2075 0.3087
H 4.4606 -7.6937 -0.5801
H 1.8171 5.7110 -0.7918
H -0.4254 -0.7504 -2.7329
O -6.3678 -1.2738 0.1080
H 1.2825 -5.9557 -1.5434
H 2.9612 -7.4387 -1.4679
H 2.4786 0.2983 -0.6239
O -5.3494 -2.1325 4.7305
H -3.6317 1.7347 -1.5603
H -1.0063 -2.7612 -1.6839
C 3.6872 -6.9592 -0.8100
H -3.0190 2.8218 -0.3028
O 0.9794 4.0061 1.1475
C 3.2760 4.5075 -3.8240
O -5.0547 -0.5132 -1.5739
H -4.4037 3.2996 -1.3275
C 0.9767 -5.7504 -0.5106
H 5.6257 2.0509 -3.6324
O 2.1031 -5.4280 0.2883
H 1.4449 -1.5576 1.5046
H -0.4084 3.6472 -0.3527
H 0.6612 4.7195 2.9836
H -5.1879 0.7846 1.9317
O -2.1682 -0.1026 3.7984
N -4.0920 -1.1402 3.0368
C -5.3225 -0.8689 -0.4194
C -4.8892 1.8563 0.1811
C 3.7025 3.8608 -2.5170
C -2.8206 -1.0738 3.6661
F -4.3262 -3.7103 2.4871
H 3.3507 0.2226 3.2668
H -0.5536 0.2201 -1.2632
H 0.3844 5.9089 1.7200
C 5.0277 1.2217 -3.2490
H -0.6352 -2.1626 -0.0632
H 3.3035 4.4249 -1.6759
H 2.8190 2.5682 1.8553
C -4.1466 -0.5999 0.6086
H 2.9807 0.6785 -2.8814
H 0.5698 5.2587 -1.9703
H -3.4704 1.1694 1.6471
H -2.0186 -0.6487 0.8405
C -5.2147 -1.3239 3.8858
H -0.7493 -7.0267 -0.5851
H 4.7954 3.8806 -2.4211
C 3.5442 1.5447 -3.2308
H 3.1867 1.7614 -4.2448
H 1.8646 0.4863 2.3636
C -1.2565 4.5358 2.0347
C 0.7903 5.3618 -0.9071
H -1.7545 5.1770 2.7631
H 4.1437 -6.1324 -1.3560
H -1.7404 4.6958 1.0702
H -0.1839 -6.6734 1.0552
H 0.3813 -4.8377 -0.5335
C 1.6516 -0.3457 -0.2970
*
```

**E**: -67357.4239 eV
**Molar mass**: 672.71 g mol⁻¹
**HOMO-LUMO gap**: 7.286 eV
**LUMO level**: 2.246 eV

Results of the Löwdin charge analysis, in e, for atoms 1 through 4:
1 C -0.277
2 C -0.056
3 H 0.123
4 H 0.063



[4]
C27H52Cl3EuN6S | wB97M-V/def2-TZVPD

```
! RIJCOSX wB97M-V def2-TZVPD def2/J DEFGRID3
* xyz 1 8
H 1.9308 3.7502 1.9335
H -0.9833 -3.3455 -0.4421
C 3.0824 -3.8241 -0.6915
C -4.7382 -2.5024 -0.6065
S 1.7015 -2.8016 -0.5812
C -2.0319 -3.0756 -0.4683
C 5.6156 -1.3100 -2.4018
H -1.8214 -1.6643 1.3683
C 6.6575 -2.4267 -2.3998
N -1.6649 2.2918 0.9130
N 3.4097 -4.5453 0.3937
C 6.2593 -3.6646 -1.5976
H 1.9394 2.0030 -3.6188
H 7.5909 -2.0442 -1.9806
H 3.3406 -3.3154 -2.5533
C -2.4296 -1.9443 -1.2113
H -1.4197 2.5467 1.8636
H 0.8682 -1.4615 3.6833
H 1.8810 -5.3571 3.2465
H -0.9333 0.2400 3.3940
C -4.3011 -3.5760 0.1512
H 2.0407 2.1128 3.5293
C 3.0720 -6.9880 2.4345
H 5.1951 -6.7034 2.2327
H 2.9441 -7.7886 1.7001
H 6.0365 -3.3702 -0.5665
H 2.9713 0.3598 1.6837
H -1.9727 -0.5105 -2.6683
C -3.1137 2.0004 0.9448
C 0.3361 -1.3747 2.7294
H -4.1806 -0.8727 -1.8696
H 0.5199 1.7256 2.7511
C 1.2566 1.2352 -3.2897
C -1.3526 3.4609 0.0850
H -3.6100 -0.9067 2.8214
H -3.3932 1.5084 0.0087
Eu -0.3275 0.2781 -0.1686
H 6.0309 -0.3936 -2.8269
H -3.6816 2.9346 1.0054
H 5.1216 -5.4860 -1.7993
C 4.3115 -5.6969 0.5794
H 2.9697 2.5674 1.1738
Cl -5.4461 -4.5711 1.0058
H 0.3826 4.5122 -0.5857
N 3.7414 -3.9152 -1.8553
Cl -0.2463 1.9910 -2.7413
H 4.3323 -5.2426 2.6740
N 1.1390 -0.6132 1.7552
H 3.9910 -6.5280 -0.0539
C -1.4594 -1.0562 -1.8715
H 0.1935 -2.3839 2.3356
H -1.9616 4.3238 0.3766
H 1.0232 0.5336 -4.0765
C 1.9438 2.7472 1.5012
H 2.4753 -0.0999 3.3045
C -3.2156 -0.3651 1.9523
H 1.6640 -1.3079 1.2362
C -3.8170 -1.7024 -1.2681
H -2.9612 1.5004 3.0301
H -5.8004 -2.2916 -0.6805
C -2.9487 -3.8718 0.2080
H 5.2790 -1.0883 -1.3849
H 0.9797 -6.8498 2.9945
N -1.8007 -0.7167 1.7368
C 1.6001 1.7430 2.6007
H 5.3256 -5.4265 0.3053
H -1.5553 -1.3705 3.7412
C 4.2834 -6.1357 2.0405
C 1.7583 -6.2122 2.5743
H -2.6153 -4.7398 0.7677
H 7.1191 -4.3405 -1.5608
C -3.4762 1.1218 2.1380
H 1.3841 -5.8521 1.6111
H 6.8766 -2.7242 -3.4308
H 4.7376 -1.5735 -2.9959
C -1.0345 -0.7679 2.9851
H -3.7635 -0.7110 1.0802
Cl 1.9786 0.3401 -1.9381
H 5.1442 -4.5077 -3.2383
C 2.1128 0.3127 2.3584
H 0.2101 4.4410 1.1556
H 1.6555 2.7631 -0.4911
C 5.0757 -4.4632 -2.1518
N 1.0544 2.7069 0.3148
C 0.1159 3.8528 0.2415
H -4.5442 1.2363 2.3350
H -0.6808 -1.6677 -2.3445
H 3.2967 -7.4741 3.3864
H 2.7561 -4.4058 1.1424
H -1.6056 3.2348 -0.9476
*
```

**E**: -105511.2450 eV
**Energy above the lowest of the compared OMol25 structures with the same formula, charge and spin**: 72.5 kJ/mol
**<S²>**: 15.76
**Molar mass**: 751.14 g mol⁻¹
**HOMO-LUMO gap (spin up / spin down)**: 6.431 / 6.527 eV
**LUMO level (spin up / spin down)**: -1.966 / -1.967 eV

Results of the Löwdin charge analysis, in e, for atoms 1 through 4:
1 H 0.111
2 H 0.042
3 C -0.777
4 C -0.129